Run P
ORCA calculation (wB97M-V/def2-TZVPD) on 3 unconnected molecules or ions with the total composition C3H14N2O2.

Geometry (Å):
C (-0.29, -0.72, -2.74)
C (-0.57, -1.41, -1.40)
N (-0.99, -0.54, -0.29)
C (0.01, 0.52, -0.04)
N (-0.39, 1.41, 1.04)
H (0.77, -0.51, -2.88)
H (-0.64, -1.32, -3.58)
H (-0.86, 0.20, -2.84)
H (0.32, -1.96, -1.09)
H (-1.36, -2.16, -1.55)
H (-1.81, -0.06, -0.68)
H (0.93, -0.01, 0.21)
H (0.15, 1.10, -0.95)
H (0.08, 1.13, 1.90)
H (-1.36, 1.23, 1.27)
O (1.51, 3.40, 2.42)
H (0.95, 3.13, 1.69)
H (2.17, 2.72, 2.60)
O (0.75, -2.33, 2.24)
H (0.66, -1.71, 2.98)
H (-0.04, -2.12, 1.70)

Highest occupied orbital energy, eV: -9.7
SMILES: CCNCN.O.O
Charge: 0
Lowest unoccupied orbital energy, eV: 0.642

---

Run Q
ORCA calculation (wB97M-V/def2-TZVPD) on 3 unconnected molecules or ions with the total composition C3H14N2O2.

Geometry (Å):
C (-1.22, -0.94, -0.78)
C (0.09, -0.32, -1.29)
N (0.95, 0.23, -0.22)
C (-0.12, 0.84, -2.29)
N (1.12, 1.13, -3.06)
H (-1.67, -0.61, 0.14)
H (-1.92, -0.78, -1.61)
H (-1.12, -2.01, -0.86)
H (0.68, -1.02, -1.87)
H (0.87, 1.24, -0.18)
H (0.69, -0.09, 0.70)
H (-0.42, 1.77, -1.81)
H (-0.92, 0.58, -2.96)
H (1.10, 0.61, -3.91)
H (1.89, 0.78, -2.52)
O (1.26, -0.13, 3.98)
H (2.20, -0.34, 4.07)
H (1.12, -0.01, 3.04)
O (-1.71, -0.05, 3.58)
H (-2.09, -0.74, 4.11)
H (-0.79, -0.18, 3.75)

Highest occupied orbital energy, eV: -9.3
SMILES: C[C@H](N)CN.O.O
Charge: 0
Lowest unoccupied orbital energy, eV: 0.559

---

Each structure's energy above the most stable one, in kJ/mol: run P 0.0; run Q 18.9.

---

Run P
ORCA calculation (wB97M-V/def2-TZVPD) on C18H26N4OS in the gas phase.

Geometry (Å):
C (-5.17, -1.15, 2.05)
C (-4.58, -0.50, 0.80)
C (-3.76, -1.49, -0.01)
C (-3.21, -0.91, -1.31)
N (-2.31, 0.21, -1.10)
C (-2.82, 1.52, -1.43)
C (-1.06, -0.08, -0.68)
O (-0.74, -1.25, -0.49)
C (-0.07, 0.99, -0.42)
N (-0.16, 2.28, -0.83)
C (0.94, 2.88, -0.44)
C (1.37, 4.21, -0.60)
C (2.58, 4.58, -0.10)
C (3.39, 3.64, 0.57)
C (2.98, 2.35, 0.73)
N (1.77, 1.98, 0.24)
C (1.13, 0.78, 0.25)
C (1.70, -0.41, 0.93)
N (2.99, -0.77, 0.34)
C (2.95, -1.03, -1.09)
C (2.22, -2.31, -1.49)
S (3.08, -3.77, -0.81)
C (3.03, -3.22, 0.93)
C (3.67, -1.83, 1.06)
H (-5.75, -0.44, 2.62)
H (-5.82, -1.98, 1.78)
H (-4.37, -1.54, 2.69)
H (-5.40, -0.11, 0.18)
H (-3.95, 0.34, 1.10)
H (-4.37, -2.36, -0.26)
H (-2.91, -1.84, 0.59)
H (-4.03, -0.57, -1.95)
H (-2.65, -1.70, -1.83)
H (-3.06, 1.56, -2.50)
H (-2.08, 2.27, -1.21)
H (-3.74, 1.71, -0.87)
H (0.72, 4.89, -1.12)
H (2.93, 5.59, -0.21)
H (4.36, 3.94, 0.95)
H (3.57, 1.58, 1.20)
H (1.88, -0.18, 1.98)
H (0.95, -1.21, 0.87)
H (2.46, -0.18, -1.57)
H (3.98, -1.08, -1.44)
H (2.23, -2.43, -2.57)
H (1.19, -2.32, -1.13)
H (3.59, -3.95, 1.50)
H (1.99, -3.22, 1.26)
H (3.70, -1.56, 2.12)
H (4.69, -1.88, 0.69)

Highest occupied orbital energy, eV: -7.9
SMILES: CCCCN(C)C(=O)c1nc2ccccn2c1CN1CCSCC1
Charge: 0
Lowest unoccupied orbital energy, eV: 0.469

---

Run Q
ORCA calculation (wB97M-V/def2-TZVPD) on C18H26N4OS in the gas phase.

Geometry (Å):
C (4.73, 0.51, -2.89)
C (3.49, 0.91, -2.10)
C (3.85, 1.93, -1.02)
C (2.42, 1.49, -3.04)
N (2.90, -0.27, -1.48)
C (3.52, -1.05, -0.58)
O (4.66, -0.94, -0.19)
C (2.61, -2.18, -0.06)
S (1.44, -1.59, 1.21)
C (0.15, -0.97, 0.22)
N (0.20, -0.87, -1.09)
C (-1.01, -0.35, -1.45)
C (-1.54, -0.01, -2.69)
C (-2.83, 0.51, -2.67)
C (-3.51, 0.66, -1.47)
N (-3.02, 0.35, -0.28)
C (-1.79, -0.14, -0.29)
N (-1.02, -0.55, 0.77)
C (-1.37, -0.58, 2.17)
C (-2.40, -1.69, 2.46)
C (-3.81, -1.12, 2.52)
C (-3.96, -0.15, 3.69)
C (-2.66, 0.64, 3.93)
C (-1.89, 0.79, 2.62)
H (5.17, 1.38, -3.37)
H (5.46, 0.07, -2.22)
H (4.47, -0.22, -3.66)
H (4.28, 2.83, -1.47)
H (2.97, 2.22, -0.45)
H (4.58, 1.50, -0.34)
H (1.53, 1.75, -2.48)
H (2.16, 0.76, -3.80)
H (2.80, 2.38, -3.53)
H (1.91, -0.44, -1.64)
H (2.03, -2.63, -0.86)
H (3.22, -2.92, 0.45)
H (-0.99, -0.15, -3.60)
H (-3.31, 0.79, -3.60)
H (-4.51, 1.07, -1.45)
H (-0.44, -0.81, 2.70)
H (-2.32, -2.46, 1.69)
H (-2.16, -2.16, 3.42)
H (-4.02, -0.61, 1.58)
H (-4.53, -1.94, 2.62)
H (-4.21, -0.70, 4.60)
H (-4.78, 0.54, 3.48)
H (-2.89, 1.62, 4.34)
H (-2.03, 0.12, 4.65)
H (-2.54, 1.20, 1.86)
H (-1.04, 1.48, 2.76)

Highest occupied orbital energy, eV: -8.4
SMILES: CC(C)(C)NC(=O)CSc1nc2cccnc2n1C1CCCCC1
Charge: 0
Lowest unoccupied orbital energy, eV: 0.614

---

Each structure's energy above the most stable one, in kJ/mol: run P 128.9; run Q 0.0.

---

Run P
ORCA calculation (wB97M-V/def2-TZVPD) on a molecular structure, C32H39BKN9O5.

Geometry (Å):
K (0.28, 1.63, -0.91)
O (-0.96, 5.39, -3.87)
C (-0.62, 6.46, -3.14)
C (-0.51, 7.71, -3.77)
C (-0.16, 8.83, -3.04)
C (0.08, 8.73, -1.67)
C (-0.02, 7.50, -1.05)
C (-0.37, 6.35, -1.76)
C (-0.49, 5.01, -1.08)
O (-0.78, 4.01, -1.83)
N (-0.26, 5.00, 0.20)
N (-0.59, 3.80, 0.80)
C (0.17, 3.42, 1.74)
C (-0.12, 2.18, 2.49)
C (0.94, 1.41, 2.96)
C (0.67, 0.20, 3.58)
C (-0.66, -0.19, 3.73)
C (-1.65, 0.66, 3.26)
N (-1.40, 1.82, 2.66)
H (-0.95, 4.63, -3.19)
H (-0.71, 7.76, -4.83)
H (-0.09, 9.79, -3.54)
H (0.36, 9.61, -1.10)
H (0.16, 7.38, 0.01)
H (1.09, 3.96, 1.97)
H (1.96, 1.70, 2.74)
H (1.48, -0.44, 3.89)
H (-0.92, -1.15, 4.16)
H (-2.69, 0.37, 3.33)
C (1.18, -0.58, -4.12)
C (0.71, -1.47, -3.02)
C (0.97, -2.84, -2.81)
C (0.43, -3.13, -1.57)
C (0.45, -4.43, -0.85)
N (-0.13, -1.99, -1.10)
N (0.04, -0.98, -1.99)
B (-0.89, -1.64, 0.20)
N (-2.42, -1.68, -0.03)
N (-3.20, -1.11, 0.93)
C (-4.45, -1.26, 0.54)
C (-5.57, -0.73, 1.38)
C (-4.51, -1.93, -0.69)
C (-3.19, -2.18, -1.02)
C (-2.69, -2.87, -2.25)
N (-0.47, -2.64, 1.32)
N (0.79, -2.51, 1.80)
C (0.96, -3.46, 2.71)
C (2.25, -3.58, 3.46)
C (-0.21, -4.23, 2.83)
C (-1.10, -3.67, 1.92)
C (-2.49, -4.14, 1.61)
H (1.38, -1.15, -5.03)
H (0.43, 0.18, -4.34)
H (2.09, -0.07, -3.80)
H (1.52, -3.51, -3.45)
H (0.93, -5.18, -1.49)
H (1.00, -4.37, 0.09)
H (-0.56, -4.79, -0.61)
H (-0.57, -0.54, 0.56)
H (-5.16, -0.21, 2.24)
H (-6.19, -0.03, 0.82)
H (-6.22, -1.53, 1.74)
H (-5.38, -2.18, -1.28)
H (-1.98, -2.26, -2.81)
H (-2.19, -3.82, -2.02)
H (-3.54, -3.09, -2.90)
H (3.00, -2.94, 3.00)
H (2.13, -3.29, 4.50)
H (2.61, -4.61, 3.45)
H (-0.40, -5.06, 3.48)
H (-2.71, -5.01, 2.23)
H (-3.23, -3.37, 1.81)
H (-2.59, -4.44, 0.57)
C (5.31, -0.16, 0.50)
C (3.88, -0.65, 0.31)
C (3.83, -1.89, -0.58)
O (3.40, -0.98, 1.61)
C (3.07, 0.52, -0.33)
O (3.04, 0.58, -1.58)
O (2.51, 1.32, 0.46)
H (5.91, -0.95, 0.96)
H (5.31, 0.71, 1.16)
H (5.75, 0.11, -0.46)
H (4.44, -2.68, -0.13)
H (4.19, -1.66, -1.58)
H (2.81, -2.24, -0.67)
H (2.46, -1.21, 1.54)

Highest occupied orbital energy, eV: -2.6
Charge: -2
Lowest unoccupied orbital energy, eV: 4.251

---

Run Q
ORCA calculation (wB97M-V/def2-TZVPD) on a molecular structure, C32H39BKN9O5.

Geometry (Å):
K (-0.59, -0.08, -0.51)
O (-1.43, 5.41, 1.98)
C (-0.12, 5.31, 1.61)
C (0.71, 6.41, 1.84)
C (2.04, 6.39, 1.47)
C (2.57, 5.26, 0.87)
C (1.74, 4.17, 0.64)
C (0.40, 4.15, 1.00)
C (-0.32, 2.86, 0.68)
O (0.21, 2.08, -0.13)
N (-1.51, 2.73, 1.26)
N (-2.08, 1.55, 1.46)
C (-3.36, 1.48, 1.50)
C (-4.02, 0.24, 1.85)
C (-5.41, 0.22, 2.07)
C (-6.04, -0.97, 2.34)
C (-5.29, -2.14, 2.41)
C (-3.92, -2.03, 2.21)
N (-3.30, -0.89, 1.96)
H (-1.58, 6.30, 2.31)
H (0.29, 7.29, 2.32)
H (2.66, 7.26, 1.66)
H (3.61, 5.22, 0.58)
H (2.11, 3.27, 0.16)
H (-3.99, 2.35, 1.29)
H (-5.97, 1.15, 2.00)
H (-7.11, -1.01, 2.51)
H (-5.75, -3.10, 2.59)
H (-3.29, -2.91, 2.24)
C (0.78, 0.88, 3.38)
C (1.90, 0.67, 2.42)
C (3.18, 1.27, 2.38)
C (3.81, 0.70, 1.29)
C (5.18, 1.00, 0.77)
N (2.94, -0.18, 0.73)
N (1.79, -0.19, 1.42)
B (3.18, -1.20, -0.41)
N (2.52, -2.55, -0.03)
N (1.22, -2.58, 0.31)
C (0.94, -3.82, 0.65)
C (-0.45, -4.16, 1.09)
C (2.09, -4.63, 0.54)
C (3.08, -3.77, 0.10)
C (4.51, -4.07, -0.22)
N (2.57, -0.73, -1.77)
N (1.33, -1.11, -2.13)
C (1.10, -0.64, -3.34)
C (-0.19, -0.89, -4.05)
C (2.23, 0.07, -3.79)
C (3.15, -0.01, -2.76)
C (4.51, 0.59, -2.69)
H (1.06, 1.60, 4.15)
H (0.51, -0.07, 3.86)
H (-0.11, 1.24, 2.86)
H (3.59, 2.02, 3.05)
H (5.81, 1.37, 1.58)
H (5.15, 1.76, -0.01)
H (5.65, 0.10, 0.35)
H (4.36, -1.37, -0.55)
H (-0.91, -3.27, 1.50)
H (-0.45, -4.96, 1.84)
H (-1.07, -4.49, 0.24)
H (2.20, -5.69, 0.74)
H (4.71, -5.13, -0.07)
H (5.19, -3.49, 0.42)
H (4.74, -3.81, -1.26)
H (-0.68, -1.76, -3.63)
H (-0.02, -1.06, -5.12)
H (-0.87, -0.04, -3.95)
H (2.38, 0.56, -4.74)
H (4.97, 0.57, -3.68)
H (5.15, 0.04, -2.00)
H (4.46, 1.63, -2.36)
C (-5.43, -0.95, -1.66)
C (-4.02, -1.41, -2.06)
C (-4.08, -2.54, -3.08)
O (-3.33, -1.85, -0.90)
C (-3.26, -0.17, -2.64)
O (-3.55, 0.20, -3.79)
O (-2.45, 0.34, -1.82)
H (-5.92, -1.72, -1.06)
H (-6.03, -0.73, -2.55)
H (-5.35, -0.04, -1.05)
H (-4.75, -3.33, -2.75)
H (-3.08, -2.96, -3.21)
H (-4.42, -2.14, -4.03)
H (-2.78, -1.06, -0.70)

Highest occupied orbital energy, eV: -2.1
Charge: -2
Lowest unoccupied orbital energy, eV: 4.271

---

Each structure's energy above the most stable one, in kJ/mol: run P 0.0; run Q 219.2.

---

Run P
ORCA calculation (wB97M-V/def2-TZVPD) on C6H15N3 in the gas phase.

Geometry (Å):
C (-2.17, 0.95, -0.02)
C (-1.25, -0.08, 0.61)
N (0.19, 0.74, 1.20)
N (-1.68, -0.95, 1.49)
H (0.26, 1.72, 1.47)
H (0.42, 0.14, 1.99)
H (-2.70, -1.00, 1.53)
H (-1.61, 1.79, -0.43)
H (-2.74, 0.51, -0.84)
H (-2.87, 1.35, 0.72)
C (1.17, 1.29, -1.21)
C (2.25, -0.55, 0.15)
C (0.96, 0.12, -0.28)
N (0.01, -2.16, -0.30)
C (-0.20, -0.77, -0.59)
H (-0.32, -2.36, 0.65)
H (-0.52, -2.75, -0.93)
H (-0.62, -0.58, -1.58)
H (1.82, 2.04, -0.75)
H (1.64, 0.94, -2.13)
H (2.69, -1.05, -0.72)
H (2.06, -1.32, 0.89)
H (2.95, 0.20, 0.53)
H (0.23, 1.77, -1.47)

Highest occupied orbital energy, eV: -7.2
Charge: 0
Lowest unoccupied orbital energy, eV: 0.751

---

Run Q
ORCA calculation (wB97M-V/def2-TZVPD) on 2 unconnected molecules or ions with the total composition C6H15N3.

Geometry (Å):
C (0.56, 0.06, -1.33)
C (0.90, 0.38, 1.94)
C (1.58, 1.15, -1.25)
C (1.05, -1.34, -1.25)
N (-0.10, 0.51, 0.90)
C (-1.66, -0.86, -0.24)
N (-0.48, 1.91, 0.80)
N (-2.84, -1.50, -0.40)
C (-1.17, -0.42, 0.94)
H (-0.26, 0.25, -2.00)
H (-1.08, 2.12, 1.61)
H (-1.11, 1.95, 0.00)
H (-2.99, -2.06, -1.22)
H (-3.50, -1.65, 0.36)
H (-1.53, -0.71, 1.93)
H (0.50, 0.59, 2.94)
H (1.29, -0.64, 1.93)
H (1.71, 1.08, 1.75)
H (0.36, -2.03, -1.73)
H (2.09, 1.21, -2.22)
H (1.14, 2.13, -1.05)
H (2.34, 0.96, -0.49)
H (2.05, -1.42, -1.70)
H (1.14, -1.67, -0.21)

Highest occupied orbital energy (alpha / beta), eV: -6.5 / -6.8
Charge: 0
Lowest unoccupied orbital energy (alpha / beta), eV: 0.017 / 0.553

---

Run R
ORCA calculation (wB97M-V/def2-TZVPD) on C6H15N3 in the gas phase.

Geometry (Å):
C (2.44, 0.32, 0.74)
N (1.37, -0.49, 0.21)
C (0.24, 0.17, -0.65)
N (0.68, 1.24, -1.53)
C (-0.93, -0.58, -1.09)
C (-1.26, -2.01, -0.73)
C (-0.80, 0.57, 0.35)
C (-1.14, -0.13, 1.63)
N (-1.09, 1.92, 0.37)
H (3.06, -0.27, 1.42)
H (2.01, 1.16, 1.30)
H (3.11, 0.74, -0.03)
H (1.71, -1.30, -0.30)
H (1.59, 1.61, -1.30)
H (0.72, 0.92, -2.49)
H (-1.18, -0.35, -2.12)
H (-1.24, -2.63, -1.63)
H (-0.56, -2.45, -0.01)
H (-2.26, -2.10, -0.30)
H (-2.19, -0.42, 1.62)
H (-0.54, -1.03, 1.77)
H (-0.97, 0.53, 2.48)
H (-1.98, 2.19, 0.77)
H (-0.80, 2.40, -0.48)

Highest occupied orbital energy, eV: -7.0
SMILES: CN[C@@]1(N)[C@@H](C)[C@]1(C)N
Charge: 0
Lowest unoccupied orbital energy, eV: 1.055

---

Each structure's energy above the most stable one, in kJ/mol: run P 34.5; run Q 345.6; run R 0.0.

---

Run P
ORCA calculation (wB97M-V/def2-TZVPD) on C6H15N3 in the gas phase.

Geometry (Å):
C (-2.17, 1.58, -0.36)
C (-1.35, 0.85, 0.69)
N (0.21, 0.86, 0.32)
C (0.99, 2.09, 0.29)
C (0.73, -0.35, -0.24)
N (2.11, -0.58, -0.10)
C (-0.07, -1.13, -1.29)
N (-0.11, -1.46, 0.09)
C (0.34, -2.73, 0.63)
H (-2.21, 1.03, -1.30)
H (-1.76, 2.57, -0.57)
H (-3.20, 1.71, 0.00)
H (-1.79, -0.11, 0.93)
H (-1.33, 1.41, 1.63)
H (1.43, 2.24, -0.70)
H (1.79, 2.04, 1.04)
H (0.36, 2.95, 0.54)
H (2.56, -1.32, -0.64)
H (2.69, 0.13, 0.33)
H (-0.97, -0.70, -1.70)
H (0.41, -1.87, -1.92)
H (-0.42, -3.11, 1.32)
H (0.48, -3.47, -0.16)
H (1.27, -2.62, 1.19)

Highest occupied orbital energy, eV: -7.3
SMILES: CCN(C)[C@]1(N)CN1C
Charge: 0
Lowest unoccupied orbital energy, eV: 1.040

---

Run Q
ORCA calculation (wB97M-V/def2-TZVPD) on C6H15N3 in the gas phase.

Geometry (Å):
C (-0.21, 1.41, -2.47)
C (-1.11, -2.55, 1.16)
C (0.85, -1.76, 2.70)
C (0.29, 2.56, -1.59)
C (1.33, 1.91, -0.59)
C (-0.03, -1.45, 1.47)
N (-0.08, 0.75, 0.90)
N (0.83, 0.64, -0.01)
N (-0.57, -0.13, 1.66)
H (-1.15, 1.28, -1.98)
H (0.32, 0.53, -2.42)
H (-0.39, 1.75, -3.46)
H (-1.78, -2.40, 0.34)
H (-1.88, -2.76, 1.98)
H (-0.70, -3.56, 0.90)
H (0.17, -1.96, 3.54)
H (1.41, -0.89, 3.03)
H (1.58, -2.59, 2.64)
H (0.82, 3.35, -2.13)
H (-0.50, 3.05, -0.98)
H (1.46, 2.62, 0.24)
H (2.20, 1.73, -1.19)
H (0.69, -1.38, 0.57)
H (-0.34, 1.74, 1.01)

Highest occupied orbital energy, eV: -8.2
Charge: 0
Lowest unoccupied orbital energy, eV: 0.883

---

Each structure's energy above the most stable one, in kJ/mol: run P 0.0; run Q 89.0.